ORCA calculation (the ωB97M-V functional and the def2-TZVPD basis) on a 5-piece molecular cluster, C20H46N2O11 overall in a non-equilibrium geometry.

Calculated values
structure (SMILES) = COC[C@H](C)N.COC[C@H](C)N.CCOC(=O)OC.CCOC(=O)OC.CCOC(=O)OC
spin multiplicity = 1
HOMO energy = -0.33165 hartree
total energy = -1726.6630 Eh
LUMO = 0.68 eV
frontier orbital gap = 0.3566 Ha

Cartesian coordinates (Å):
O 12.919623 -2.277952 -8.019917
O 2.899063 4.807728 -1.356377
O -7.753677 5.069538 -1.787227
O -4.828347 -1.425262 -2.260987
O 13.920553 -3.958612 -8.990367
O 3.412613 3.302268 0.390883
O 4.975803 3.954168 -0.965757
O 13.976333 -1.844372 -10.062147
O -6.730927 5.636348 -3.747267
O -8.241257 3.967448 -3.727967
O -4.279987 -2.397342 11.580743
N -6.376437 -1.902362 0.191483
N -2.319147 -3.046072 9.468083
C 11.168153 -1.043122 -6.968547
C -4.945297 -2.006052 0.108643
C -2.247157 -3.547822 10.818653
C -4.486377 -2.407572 -1.249217
C 5.530253 4.783438 -1.983397
C -2.860387 -2.647812 11.821993
C -0.770387 -3.862272 11.071783
C -5.716707 6.516898 -3.212227
C -4.706347 -2.967422 1.347343
C -9.754977 2.182448 -4.115727
C 14.789733 -4.593482 -9.916767
C -4.829547 -1.220662 12.200943
C -4.065367 -1.656612 -3.437497
C 2.390253 2.105328 2.176343
C -9.250267 3.245048 -3.131177
C 3.666053 4.119748 -0.666437
C -7.560647 4.874698 -3.010907
C 12.228413 -1.024282 -8.023397
C 2.174743 3.062858 1.049533
C 13.599993 -2.599112 -9.092237
H 2.831533 2.602228 3.040333
H 10.430213 -1.772332 -7.302937
H -10.085187 3.891008 -2.859627
H 6.569533 5.016878 -1.752137
H 12.949533 -0.282552 -7.679997
H -0.180547 -2.946882 11.024413
H -4.532597 -1.173642 13.248663
H 14.304133 -4.734922 -10.882317
H 15.106213 -5.550602 -9.502207
H 5.541023 4.374248 -2.993627
H -0.515657 -4.644692 10.356923
H -2.283137 -1.725252 11.883283
H 1.882723 4.068658 1.351503
H -4.324147 -1.009682 -4.275717
H -8.886177 2.830938 -2.190937
H -2.801997 -4.482372 10.901483
H -5.319327 -3.862362 1.240383
H -6.670857 -1.492092 1.066173
H -9.679467 2.470728 -5.164197
H -0.717877 -4.283822 12.075603
H -4.846277 -2.367882 2.246823
H -3.045387 -1.317332 -3.256867
H -4.914897 5.808598 -3.003637
H -5.911557 -1.351222 12.218473
H 2.980003 1.241448 1.869733
H -10.838557 2.232378 -4.008657
H 1.447253 2.760648 0.296173
H 11.774953 -0.731072 -8.970237
H -4.824537 -3.387452 -1.586257
H -3.981927 -2.597492 -3.981447
H -1.830817 -2.181292 9.284283
H -4.466287 -0.289522 11.766063
H -6.113927 7.143658 -2.413797
H -2.812497 -3.102292 12.811563
H 4.962713 5.714038 -1.983677
H -9.321037 1.203518 -3.912047
H -3.713877 -3.417992 1.337193
H -6.661247 -1.309342 -0.574887
H -3.289627 -2.817292 9.307153
H -5.523117 7.144388 -4.082217
H -3.400587 -2.489362 -1.299047
H 15.643723 -3.918672 -9.975287
H 10.685283 -0.066762 -7.009177
H 11.601943 -1.200462 -5.981037
H 1.466573 1.773078 2.650193
H -4.612587 -0.969592 0.164693

Forces on the atoms, in the same order (eV/Å):
-0.510 -0.392 -0.553
1.319 -1.597 2.358
0.642 -0.761 -3.064
-0.275 -1.095 -0.195
-1.481 1.776 0.840
2.016 0.285 -1.163
-0.196 -0.320 0.463
-1.812 -3.098 4.123
-1.480 -1.460 -0.924
2.654 2.022 -1.412
0.803 0.335 -0.399
-1.515 -0.070 -1.397
-1.221 -0.202 -0.865
-0.354 -0.154 -0.540
-0.745 -0.130 1.608
0.736 -0.252 -0.620
0.753 -0.674 -1.425
-0.157 1.122 -0.045
-1.162 1.023 1.489
-1.236 -0.298 0.927
-1.039 -0.831 -0.563
1.820 0.390 -1.803
-0.565 0.683 0.382
0.428 1.156 -0.095
0.778 -1.104 0.508
1.051 1.508 -0.689
-0.064 0.019 0.900
-1.199 -0.924 0.723
-1.390 0.096 -1.540
-0.576 1.575 3.716
0.587 1.223 0.862
-0.742 1.731 -1.118
2.841 0.249 -4.154
0.714 0.060 -0.286
-0.156 -0.211 0.737
0.095 0.320 -0.033
-0.105 -0.263 0.438
0.227 0.209 -0.650
0.244 -0.218 -0.228
0.139 -0.118 0.286
0.106 0.089 0.005
-0.282 0.160 0.146
-0.485 -0.481 0.201
0.466 0.383 -0.019
-0.122 0.467 -0.147
-0.560 -0.182 0.561
-0.907 0.498 0.450
-0.046 -0.252 -0.034
-0.072 -0.215 -0.466
-0.643 0.541 0.203
0.024 0.123 -0.042
0.762 0.075 0.073
0.465 -0.006 0.106
-0.184 -0.460 0.062
0.411 -0.300 0.303
0.398 0.851 0.548
0.098 0.291 -0.462
-0.037 0.084 0.071
-0.114 -0.890 0.338
-0.060 -0.379 0.099
0.534 -0.430 -0.261
-0.530 -0.166 0.143
-0.618 -0.904 1.050
0.447 0.063 0.474
-0.270 -0.013 -0.464
0.304 -0.420 0.283
0.182 -0.135 0.258
0.117 0.022 -0.273
-0.261 0.050 -0.265
0.459 0.463 0.280
-0.586 0.241 0.063
-0.276 -0.001 -0.379
0.431 -0.043 0.235
0.337 0.059 0.520
0.260 -0.345 -0.625
-0.032 0.047 0.209
-0.357 -0.280 -0.046
-0.371 -0.197 -0.665
1.144 -0.019 0.868

ORCA calculation (the ωB97M-V functional and the def2-TZVPD basis) on a 3-piece molecular cluster, C20H46O13P2S overall in a non-equilibrium geometry.

Calculated values
spin multiplicity = 1
HOMO energy = -0.37499 hartree
total energy = -2848.8006 Eh
LUMO = 0.45 eV
frontier orbital gap = 0.3915 Ha

Cartesian coordinates (Å):
S -4.315467 2.203929 -1.134410
P 5.363204 -2.572340 -3.139757
P -6.004245 -1.556283 3.954335
O 6.410988 -3.184269 -4.166978
O 6.001465 -3.309461 -1.834572
O -4.607218 -1.655722 3.172276
O -3.360128 2.685917 -2.357400
O -5.457277 -1.437943 5.485308
O 3.512874 4.206701 -0.560205
O 4.841954 -1.306501 -2.600647
O 4.143762 -3.584651 -3.405992
O -3.284267 1.833785 0.057899
O -6.249466 0.009222 3.789992
O 3.440548 3.992764 -2.788180
O -4.878117 0.968399 -1.618719
O -6.676615 -2.864233 3.930246
C 1.075764 4.557511 -0.934611
C -5.926947 -2.303313 6.518413
C 3.732243 2.013482 -1.514924
C -4.943274 -3.426763 6.764039
C -1.392751 4.382558 -0.533453
C -3.132189 4.121026 -2.403334
C -5.072408 -0.738239 0.943580
C 7.827494 -3.235024 -3.882557
C -5.818421 1.618517 5.538596
C -0.117323 5.149784 -0.171516
C 5.147693 -2.842635 0.380859
C 3.162300 -3.270539 -4.402218
C 6.255453 -2.601043 -0.621531
C -6.869138 0.804595 4.823135
C 2.405597 5.119993 -0.438284
C -4.600151 -1.924781 1.762188
C -1.692228 4.441355 -2.040874
C 3.535093 3.492929 -1.712019
C 3.702509 -3.417625 -5.811856
C 8.222275 -4.643817 -3.512508
H -6.131642 -0.538306 1.122071
H 7.964642 -5.333290 -4.317338
H -5.206142 -2.810686 1.554813
H 7.699291 -4.983929 -2.621412
H -4.003099 -3.028597 7.148700
H 0.093169 5.044015 0.895752
H -1.186097 3.338382 -0.287827
H -3.819349 4.637812 -1.729915
H 7.201932 -2.981415 -0.228816
H 5.291429 -2.232408 1.273775
H 2.644574 6.015438 -1.018046
H 4.173441 -2.610701 -0.049074
H 4.145294 1.820708 -0.528696
H 1.021365 3.472965 -0.797622
H 6.391639 -1.536641 -0.809823
H -4.938443 -0.924991 -0.119432
H 2.901784 -3.296278 -6.541717
H -6.024980 -1.691254 7.419026
H -1.078899 3.686217 -2.535502
H 2.759452 1.536911 -1.627548
H -4.524870 0.157276 1.220952
H 9.296133 -4.699184 -3.330519
H -2.243481 4.690229 0.077764
H -5.078674 0.981388 6.018323
H 2.777549 -2.260936 -4.234231
H 4.161050 -4.397015 -5.945904
H -6.917750 -2.691079 6.285076
H -1.392246 5.428233 -2.402050
H -3.334950 4.396575 -3.436649
H -0.224942 6.217587 -0.383225
H 4.469091 -2.668170 -6.019931
H -7.437188 0.181631 5.513379
H -5.340204 -4.139980 7.487896
H -6.281599 2.249883 6.297919
H 8.343523 -2.937155 -4.795348
H 5.128298 -3.892215 0.677417
H 1.012546 4.783428 -1.997816
H -2.754110 1.070353 -0.236256
H 8.099102 -2.521342 -3.105313
H -5.283603 2.252625 4.830271
H -4.715609 -3.956343 5.839330
H 4.416840 1.687363 -2.293611
H -3.568117 -2.164852 1.508053
H -7.574872 1.471819 4.327571
H 2.340703 -3.967978 -4.246042
H 2.344472 5.416634 0.607255

Forces on the atoms, in the same order (eV/Å):
-0.927 0.572 -0.035
-0.914 -3.530 3.960
4.036 -0.767 3.088
-0.188 1.571 -0.726
0.305 0.169 -0.401
-0.610 0.286 -0.334
0.096 0.071 0.611
-0.264 0.301 -0.222
-0.764 -0.409 0.684
0.803 1.257 -2.125
0.290 0.480 -0.693
0.444 -0.085 -0.631
-1.356 -0.572 -0.896
-0.436 0.608 -0.786
0.232 -0.199 -0.091
-1.865 1.022 -1.425
-0.006 0.372 0.258
0.087 -0.217 0.201
0.475 0.608 0.107
0.186 -0.007 -0.021
0.458 -0.273 -0.141
0.510 0.062 -0.207
-0.181 -0.222 0.308
0.371 0.053 -0.143
0.305 -0.018 -0.017
0.080 -0.229 -0.211
-0.115 -0.138 0.020
-0.255 0.039 -0.208
-0.064 0.010 0.294
-0.259 0.266 0.061
0.197 0.596 -0.527
-0.003 -0.053 -0.338
-0.040 -0.212 0.542
0.567 -0.551 0.298
0.182 0.056 0.046
-0.190 -0.242 0.063
0.000 -0.019 -0.077
0.087 0.048 -0.066
0.000 -0.003 0.081
0.000 0.125 0.065
-0.014 0.002 0.031
-0.152 0.064 0.045
-0.254 -0.014 0.213
-0.155 -0.040 -0.095
-0.004 -0.077 -0.085
0.028 -0.004 -0.005
-0.033 0.066 0.079
0.049 0.141 -0.049
-0.081 -0.183 0.006
0.233 -0.028 -0.043
-0.138 0.012 -0.107
-0.002 -0.027 0.001
-0.026 0.008 0.030
0.052 0.088 -0.063
0.135 0.236 -0.208
0.062 -0.151 -0.011
0.051 0.002 0.023
0.013 0.041 -0.060
-0.020 0.149 -0.082
-0.090 -0.103 0.034
0.046 -0.005 0.050
-0.059 -0.036 -0.001
0.043 -0.041 -0.171
-0.254 -0.007 -0.264
-0.123 0.078 0.046
-0.011 0.016 -0.003
-0.041 0.014 -0.028
0.083 -0.109 -0.007
-0.013 0.020 0.010
-0.052 0.019 -0.047
-0.148 0.095 -0.040
0.025 0.006 0.021
-0.159 -0.256 -0.052
0.012 -0.036 0.190
-0.127 -0.008 0.071
-0.097 0.063 -0.013
-0.156 -0.021 -0.035
-0.161 -0.360 0.012
0.030 -0.016 0.154
-0.012 -0.122 -0.122
0.059 -0.036 0.128
0.195 -0.268 0.084

ORCA calculation (the ωB97M-V functional and the def2-TZVPD basis) on C20H46P4SSm as an isolated structure in a non-equilibrium geometry.

Calculated values
charge = +3
<S²> = 8.770
spin multiplicity = 6
HOMO energy (spin up / spin down) = -0.64345 / -0.64353 hartree
total energy = -3210.2407 Eh
LUMO (spin up / spin down) = -10.45 / -9.76 eV
frontier orbital gap (spin up / spin down) = 0.2595 / 0.2849 Ha

Cartesian coordinates (Å):
Sm -0.246585 -0.205164 0.023245
S -0.358260 -1.159374 -2.326300
P -0.742159 -1.208375 2.939319
P 1.846630 0.930010 1.686362
P 0.914805 1.621401 -1.817262
P -1.890492 1.814507 0.981275
C 0.135568 -2.693916 3.585132
C 2.325470 0.467633 3.393279
C -0.335573 2.042632 -3.099017
C 2.266798 0.935096 -2.859856
C 1.752446 -2.683555 0.473903
C -0.742175 -3.831884 -5.928327
C -0.818719 -0.355849 4.578102
C -1.570252 -1.953469 -4.624195
C -3.559072 1.481950 0.290156
C 0.294658 -4.028492 -5.015501
C 1.719796 2.743863 1.922212
C -1.570017 3.493540 0.332007
C -2.485217 -1.816388 2.866794
C -2.333315 2.249938 2.695871
C 0.695785 -3.483711 0.188441
C 1.599504 3.294570 -1.589115
C -1.665357 -2.787890 -5.740393
C -0.526442 -2.173207 -3.702223
C 0.416490 -3.193787 -3.897866
C 3.470477 0.807663 0.833225
H 4.179773 1.404185 1.423310
H -1.437526 2.562401 3.248889
H 3.364583 0.793091 3.536939
H 0.871920 3.914749 -1.050308
H 3.241993 1.157052 -2.408838
H 0.207696 2.516797 -3.926638
H 2.371617 -2.287448 -0.341185
H 1.565011 3.272009 0.973136
H 1.677225 0.978091 4.118288
H 0.009377 -3.870583 0.939872
H 2.544949 3.233547 -1.035773
H -1.082730 2.739442 -2.690975
H -3.174315 -1.000733 2.594211
H -2.305727 -1.178315 -4.424663
H 0.893960 2.971742 2.607144
H 1.762359 3.692970 -2.599862
H -1.284945 -1.551773 -1.293955
H -0.670548 3.913377 0.799612
H 0.994272 -4.836784 -5.186427
H -2.481136 -2.670578 -6.470401
H 0.161945 -0.418002 5.076045
H 2.670728 3.067707 2.364107
H 0.443210 -3.747178 -0.852545
H -2.755150 -2.201066 3.860146
H -1.571994 -0.869042 5.193886
H -2.446715 4.087115 0.621108
H -2.814977 1.409134 3.211245
H -3.505404 1.345438 -0.799098
H 3.429624 1.187892 -0.197986
H -0.518011 -3.182232 4.319644
H -4.177670 2.357140 0.529589
H -2.579336 -2.623719 2.125563
H -3.989905 0.579275 0.747072
H -3.033259 3.093864 2.616223
H -0.869177 -4.485958 -6.804050
H 0.387342 -3.401468 2.789105
H 1.217311 -3.318123 -3.170780
H 2.193089 1.406120 -3.848763
H 2.007160 -2.289525 1.475513
H -1.093416 0.699560 4.474670
H 3.799691 -0.240259 0.813844
H 2.262221 -0.615497 3.556870
H -1.459590 3.497586 -0.760221
H 2.172629 -0.154579 -2.973408
H 1.059552 -2.382128 4.095625
H -0.832530 1.136931 -3.465018

Forces on the atoms, in the same order (eV/Å):
1.408 -0.445 2.406
-0.953 -0.507 0.239
-0.499 -0.495 0.894
0.738 0.636 0.069
0.636 1.086 -1.145
-1.184 1.108 0.300
0.151 -0.092 -0.348
-0.135 -0.287 -0.013
-0.188 -0.224 0.073
-0.154 -0.516 0.108
-0.963 0.501 -0.278
-0.349 0.331 -0.015
0.211 0.577 -0.172
0.049 -0.321 -0.164
0.202 -0.180 -0.071
-0.028 0.311 0.226
-0.113 -0.030 -0.181
0.120 -0.062 -0.094
0.101 -0.005 -0.285
0.215 -0.162 0.112
0.344 0.939 -0.195
-0.122 -0.048 0.381
-0.166 -0.009 0.086
-0.326 -0.793 -0.992
-0.082 -0.296 -0.262
-0.105 -0.112 0.002
-0.011 -0.198 -0.298
-0.329 -0.019 -0.055
-0.279 -0.081 0.094
0.362 0.045 -0.207
-0.231 -0.061 -0.185
-0.274 0.008 0.181
-0.042 -0.357 0.224
0.069 -0.147 0.354
0.212 -0.143 -0.222
0.285 -0.041 -0.085
-0.218 0.251 -0.196
0.204 -0.215 -0.279
0.174 -0.291 0.129
0.105 -0.088 -0.205
0.230 0.038 -0.105
0.088 0.058 0.377
0.102 -0.812 -1.562
-0.271 -0.026 -0.139
0.063 0.088 0.139
0.458 0.089 0.513
-0.447 0.027 -0.178
-0.275 0.103 -0.020
0.385 -0.036 0.607
-0.051 0.036 -0.355
0.291 0.166 -0.168
0.273 0.071 -0.203
0.100 0.290 -0.108
-0.165 0.087 0.230
0.038 -0.111 0.388
0.188 0.076 -0.157
-0.039 -0.306 -0.170
-0.086 0.176 0.210
0.011 0.291 -0.146
0.159 -0.245 0.205
0.225 0.313 0.537
-0.039 0.058 0.406
-0.085 -0.126 -0.252
0.176 -0.115 0.244
-0.173 -0.720 -0.440
0.047 -0.284 0.209
0.038 0.286 -0.014
0.121 0.281 -0.008
-0.083 0.085 0.354
0.159 0.307 -0.092
-0.306 -0.163 -0.205
0.031 0.452 -0.029